No. 1
Molecular formula: C32H40N8
Method: DFT, ωB97M-V with the def2-TZVPD basis set

## Properties
LUMO energy, eV: 0.62
Electronic energy, hartree: -1681.274333
F_max, eV/Å: 5.2
Relative energy (zero: lowest compared OMol25 entry of this formula, charge and spin), eV: 2.517
SMILES: c1cc[nH]c1.c1cc[nH]c1.c1cc[nH]c1.c1cc[nH]c1.c1cc[nH]c1.c1cc[nH]c1.c1cc[nH]c1.c1cc[nH]c1
Net charge: 0
Orbital gap, eV: 8.43

```
80
Properties=species:S:1:pos:R:3:forces:R:3
C 4.0220 -19.6157 -9.8245 -0.01 0.17 -1.06
C 4.3887 -19.6081 -8.4698 0.06 -0.59 0.49
C 3.2776 -19.2335 -7.7546 0.91 0.20 0.38
N 2.3117 -18.9709 -8.6515 -2.10 0.67 -0.27
C 2.7137 -19.1788 -9.9352 0.94 -0.46 0.34
H 4.6732 -19.9003 -10.6378 -0.15 0.06 -0.02
H 5.3195 -19.9677 -8.0565 0.02 0.22 -0.04
H 3.1650 -19.0245 -6.7010 -0.16 -0.23 -0.11
H 1.3510 -18.7477 -8.4342 0.30 0.09 0.18
H 2.0580 -18.9868 -10.7715 0.11 -0.17 0.09
C 8.6680 -12.4285 -16.0677 0.49 0.60 -0.33
C 8.4788 -11.0610 -16.3944 -1.28 0.06 0.66
C 8.3185 -10.4108 -15.1975 0.89 1.05 1.31
N 8.6388 -11.2524 -14.1202 -0.41 0.08 -3.15
C 8.8360 -12.4696 -14.7145 -0.04 -1.59 1.24
H 8.6439 -13.2087 -16.8141 0.36 -0.24 0.43
H 8.2882 -10.6577 -17.3779 0.04 0.08 0.14
H 8.1007 -9.3804 -14.9579 0.05 0.05 -0.28
H 8.5958 -11.0549 -13.1307 0.03 -0.02 -0.25
H 9.0285 -13.3348 -14.0975 0.02 -0.02 -0.01
C 8.6705 -20.2164 -6.5833 0.32 -1.83 0.62
C 9.1086 -19.6133 -7.7654 -0.02 0.76 -0.64
C 9.9031 -20.5021 -8.4217 1.07 -0.95 -0.76
N 10.0034 -21.6576 -7.6827 -0.98 0.43 0.34
C 9.1951 -21.5157 -6.5869 -0.25 0.68 0.56
H 8.1026 -19.7755 -5.7774 -0.15 -0.10 -0.21
H 8.8167 -18.6406 -8.1328 0.19 0.02 0.06
H 10.4694 -20.5020 -9.3413 -0.25 0.52 -0.07
H 10.4122 -22.5302 -7.9855 -0.04 0.35 0.03
H 9.0344 -22.3406 -5.9085 0.12 0.17 0.06
C 8.5690 -16.1355 -11.8020 -0.66 -0.01 -0.03
C 8.2571 -17.4516 -11.3418 -0.43 0.17 -0.01
C 6.8888 -17.6850 -11.5615 1.86 0.50 0.89
N 6.3758 -16.5143 -12.0532 0.20 -1.12 -0.18
C 7.3844 -15.6144 -12.2314 -1.28 0.66 -0.48
H 9.4888 -15.5710 -11.8422 0.15 -0.38 0.21
H 8.9745 -18.0427 -10.7920 -0.24 -0.46 -0.25
H 6.3134 -18.5453 -11.2531 -0.15 0.29 -0.22
H 5.4265 -16.4127 -12.3830 0.10 0.25 0.16
H 7.0516 -14.6857 -12.6709 0.60 0.22 0.00
C 3.3037 -15.2666 -12.3048 -0.89 -2.32 2.52
C 3.8948 -14.0069 -12.3769 0.36 0.33 -0.52
C 4.3224 -13.6530 -11.1332 0.44 -0.86 2.15
N 4.0384 -14.6948 -10.2351 -1.39 -0.57 -2.57
C 3.3429 -15.7148 -10.9483 1.54 2.64 -0.28
H 2.8533 -15.8599 -13.0867 0.04 0.23 -0.12
H 4.0383 -13.4974 -13.3183 0.02 0.33 0.24
H 4.8810 -12.8262 -10.7199 -0.13 0.10 -0.40
H 4.1864 -14.7224 -9.2363 0.12 0.23 -0.33
H 3.0503 -16.5572 -10.3390 -0.19 -0.24 -0.65
C 8.3795 -10.4045 -10.6485 -0.04 2.31 0.52
C 7.7748 -11.5809 -11.0743 -0.71 0.15 -1.21
C 6.6584 -11.1848 -11.8259 -0.32 -0.55 1.32
N 6.5282 -9.8343 -11.6943 -0.16 -0.21 -0.83
C 7.5983 -9.2943 -11.0565 0.42 -1.42 0.95
H 9.2400 -10.3428 -9.9989 0.09 0.06 -0.21
H 8.2172 -12.5531 -10.9145 -0.48 -0.13 -0.19
H 5.8542 -11.7283 -12.2994 0.34 -0.11 -0.09
H 5.7078 -9.3413 -12.0170 0.37 0.05 -0.08
H 7.6063 -8.2391 -10.8265 0.31 -0.17 -0.02
C 7.4157 -23.0654 -9.7159 1.51 3.02 1.29
C 7.1489 -24.3536 -9.9400 -2.88 -3.68 -2.19
C 6.1108 -24.4031 -10.9136 0.94 0.34 0.64
N 5.8352 -23.0923 -11.3122 1.01 -0.60 1.95
C 6.6196 -22.2901 -10.4879 -0.50 0.92 -1.43
H 8.1691 -22.6734 -9.0488 -0.16 0.09 0.01
H 7.5222 -25.2496 -9.4664 0.15 0.16 0.00
H 5.5870 -25.2856 -11.2501 -0.06 0.32 -0.29
H 5.0835 -22.7206 -11.8752 0.16 -0.47 0.08
H 6.6620 -21.2168 -10.6000 -0.19 -0.08 -0.05
C 10.8683 -13.4247 -9.3801 -0.19 -1.38 1.86
C 11.6810 -12.5885 -8.6058 1.91 0.98 0.52
C 12.5088 -13.3409 -7.7572 -1.34 -0.28 -0.91
N 12.0797 -14.6447 -7.8841 -0.74 0.62 -0.71
C 11.0433 -14.6863 -8.8102 0.52 -0.18 -0.78
H 10.1430 -13.1414 -10.1285 0.12 -0.11 0.14
H 11.7116 -11.5118 -8.6842 0.24 -0.01 -0.10
H 13.3978 -13.1694 -7.1684 -0.35 0.51 0.08
H 12.4524 -15.3893 -7.3125 -0.34 -0.04 -0.42
H 10.5584 -15.5995 -9.1221 0.16 -0.11 0.30
```
Forces are in eV/Å.

=====

No. 2
Molecular formula: ClH2NO2S2
Method: DFT, ωB97M-V with the def2-TZVPD basis set

## Properties
LUMO energy, eV: -0.87
Electronic energy, hartree: -1462.889122
F_max, eV/Å: 1.9
Relative energy (zero: lowest compared OMol25 entry of this formula, charge and spin), eV: 1.386
Net charge: 0
Orbital gap, eV: 9.39

```
8
Properties=species:S:1:pos:R:3:forces:R:3
N -1.7808 -0.2188 0.6264 -1.48 -0.12 1.11
O 0.5441 0.9566 0.0702 -0.12 -0.10 -0.83
O 1.2540 -1.2638 -0.7750 -1.00 -0.89 -0.89
S -1.2016 0.7851 -0.3864 -0.60 -1.45 0.91
S 1.3795 -0.3943 0.3415 1.42 0.60 0.55
Cl 3.4021 0.3140 -0.0493 -0.69 0.31 0.45
H -2.2925 0.0610 1.4986 1.14 0.54 -1.20
H -1.3049 -0.2398 -1.3261 1.34 1.12 -0.09
```
Forces are in eV/Å.

=====

No. 3
Molecular formula: C4H8NO3
Method: DFT, ωB97M-V with the def2-TZVPD basis set

## Properties
LUMO energy, eV: 3.55
Electronic energy, hartree: -437.715456
F_max, eV/Å: 4.2
Relative energy (zero: lowest compared OMol25 entry of this formula, charge and spin), eV: 2.450
Net charge: -1
Orbital gap, eV: 7.01

```
16
Properties=species:S:1:pos:R:3:forces:R:3
C -2.6029 -1.1643 -0.7576 -1.11 0.36 3.05
C -1.3972 -0.3650 -0.9142 0.50 1.31 -0.71
O -1.4152 0.7716 -0.5475 -0.89 1.60 0.80
N -0.2227 -0.7350 -1.5296 0.22 0.57 0.69
H -3.4878 -0.6246 -0.3366 1.22 0.24 -0.17
H -2.4464 -1.9719 -0.0804 0.30 -0.94 0.45
H 0.5076 -0.3004 -0.9886 0.62 0.69 -0.37
H 0.0897 -1.5778 -1.9005 -0.30 -1.96 -0.39
H -2.9693 -1.5239 -1.6135 -1.04 -1.79 -3.68
C 1.0019 -0.4502 1.8372 2.64 0.35 -0.73
C 1.6035 0.6206 0.8907 -3.23 -0.04 -0.14
O 2.6167 0.3663 0.2442 1.72 -0.31 -0.39
O 0.7459 1.5157 0.7190 1.03 1.30 -0.07
H 0.7967 -1.2670 1.1882 0.28 -1.34 -0.12
H 0.1034 -0.0974 2.1788 -2.05 0.93 1.20
H 1.7540 -0.5667 2.5967 0.08 -0.99 0.58
```
Forces are in eV/Å.

=====

No. 4
Molecular formula: C25H77N3O16
Method: DFT, ωB97M-V with the def2-TZVPD basis set

## Properties
Expectation value of S²: 0.751
LUMO energy (spin up / spin down), eV: 2.24 / 2.24
Spin multiplicity: 2
Electronic energy, hartree: -2366.523439
F_max, eV/Å: 2.6
Net charge: -1
Orbital gap (spin up / spin down), eV: 1.66 / 9.55

```
121
Properties=species:S:1:pos:R:3:forces:R:3
C -1.6942 0.8124 -4.5053 -0.13 -0.05 0.43
O -3.0643 0.4849 -4.7105 0.56 -0.08 -0.66
H -1.2367 0.0751 -3.8456 0.25 -0.13 -0.01
H -1.1314 0.8517 -5.4379 -0.33 -0.28 -0.15
H -1.5454 1.7864 -4.0393 -0.23 0.20 0.11
H -3.5659 0.7438 -3.9340 -0.01 0.51 0.12
C 1.0645 3.9578 -2.8447 -1.48 -0.29 1.59
O 2.2762 4.3891 -3.3633 0.51 -0.09 -0.44
H 1.0435 2.9279 -2.4883 0.36 -0.46 -0.41
H 0.8338 4.4653 -1.9081 0.16 0.55 -0.17
H 0.1908 4.0854 -3.4837 0.10 0.15 -0.41
H 2.5200 3.7267 -4.0140 0.29 0.10 -0.18
C 0.9921 4.0763 0.9783 -0.09 0.35 0.90
O -0.3185 4.0550 0.4794 -0.23 -0.19 -1.19
H 1.6947 4.3628 0.1957 -0.11 -0.14 -0.03
H 1.0177 4.8233 1.7717 0.46 0.26 0.15
H 1.2859 3.1342 1.4411 0.15 -0.24 -0.26
H -0.9227 3.7242 1.1480 -0.18 -0.01 0.38
C 2.4704 -2.4754 2.1729 0.05 -0.69 -0.95
O 3.6887 -1.7594 2.2288 0.19 0.60 0.55
H 1.6134 -1.8605 1.8981 0.09 0.06 0.35
H 2.6141 -3.1991 1.3706 -0.43 -0.53 -0.07
H 2.2767 -3.0212 3.0963 0.11 0.30 0.07
H 3.6416 -1.1254 1.5095 0.14 0.17 -0.13
C -0.8800 2.3248 3.3307 0.34 -0.16 0.08
O -1.8867 3.1126 2.6983 -0.29 -0.24 -0.49
H -0.1970 3.0003 3.8458 0.06 -0.35 0.10
H -1.2678 1.5383 3.9782 -0.21 0.30 0.34
H -0.3199 1.7532 2.5908 -0.11 0.47 -0.25
H -2.5659 3.3630 3.3288 0.14 -0.03 0.08
C -4.3733 0.7842 -0.7065 0.39 -1.44 -0.02
C -5.1058 0.6062 -2.0507 -0.65 0.06 1.54
C -6.6115 0.2910 -1.7990 -0.03 -0.61 0.20
O -6.8625 -0.8382 -0.9142 1.16 1.22 -0.73
C -7.9372 -0.6633 -0.0302 0.38 -0.34 0.15
N -4.8662 1.8570 -2.7644 -0.81 0.71 -0.30
H -3.4408 1.3356 -0.8269 -0.02 0.07 -0.13
H -4.1032 -0.2075 -0.3438 0.12 -0.06 0.17
H -4.9360 1.2214 0.1183 -0.37 0.29 -0.35
H -4.6937 -0.2203 -2.6297 0.19 -0.07 0.13
H -7.1253 0.0146 -2.7198 0.08 0.33 -0.39
H -7.0575 1.2081 -1.4141 -0.19 0.07 0.28
H -7.9296 -1.5919 0.5405 -0.52 0.06 0.05
H -8.8747 -0.4943 -0.5600 -0.24 -0.16 -0.02
H -7.7858 0.1541 0.6749 0.14 0.26 0.02
H -4.8632 2.6150 -2.0969 0.67 0.03 0.54
H -5.6682 2.1820 -3.2853 -0.31 -0.61 -0.92
C 1.2880 -4.4787 -3.0430 0.44 0.32 0.33
C 1.6005 -4.7319 -1.5574 -1.50 -1.16 -0.68
C 0.3820 -5.4471 -0.8710 0.91 1.43 0.86
O 0.6131 -5.4328 0.5598 0.18 -0.33 -1.34
C -0.3580 -6.0613 1.3407 -0.52 0.66 1.48
N 2.7694 -5.5933 -1.4610 0.27 -0.40 0.46
H 1.0993 -5.3972 -3.5988 -0.11 -0.11 0.07
H 2.1701 -4.0089 -3.4782 0.08 -0.09 -0.12
H 0.4709 -3.7745 -3.1993 -0.16 -0.13 0.17
H 1.7960 -3.7575 -1.1096 -0.05 -0.13 0.41
H 0.3015 -6.4876 -1.1857 -0.09 -0.06 -0.39
H -0.5044 -4.8649 -1.1227 -0.44 -0.20 0.14
H -0.5517 -7.1318 1.2722 0.48 -0.29 -0.83
H -1.3281 -5.5655 1.3090 -0.22 0.18 -0.48
H -0.0443 -5.9040 2.3727 0.18 -0.04 0.07
H 2.5677 -6.4347 -1.9819 0.02 -0.03 -1.06
H 2.6881 -6.0401 -0.5588 0.53 0.47 0.95
C 0.9232 3.4806 6.4561 0.03 -1.05 -0.23
C 2.3286 3.9123 6.0458 -1.25 0.59 0.00
C 2.7594 3.2270 4.7718 0.46 0.09 -0.54
O 2.4198 1.8920 4.8479 -0.36 -2.17 -0.34
C 3.1245 0.9902 3.9861 0.64 0.05 -0.02
N 2.3570 5.3975 5.8593 0.51 -1.26 0.63
H 0.2598 3.3929 5.5957 0.00 0.19 0.23
H 0.4072 4.0127 7.2553 0.40 0.56 -0.07
H 1.0765 2.4737 6.8441 -0.43 -0.21 -0.12
H 2.9448 3.5115 6.8506 0.64 0.46 0.12
H 3.8391 3.3000 4.6416 0.43 0.29 0.06
H 2.3187 3.6861 3.8868 -0.31 0.34 -0.13
H 2.9705 -0.0710 4.1816 -0.54 0.25 0.84
H 4.1985 1.1415 4.0939 0.27 0.18 0.07
H 2.9218 1.0223 2.9155 -0.49 0.85 -0.16
H 2.2761 5.7079 6.8171 -0.31 0.64 0.18
H 3.3166 5.6254 5.6416 0.34 0.30 -0.35
C 0.0802 -0.6773 -0.9665 0.26 1.68 -0.58
C 0.1177 0.6644 -0.1226 -0.44 -2.07 0.07
O 0.9693 0.4988 1.0306 0.14 0.99 -1.68
O 1.1178 -0.6364 -1.9718 -1.19 -0.43 0.10
H -0.8405 -0.7851 -1.5398 -0.18 0.43 -0.02
H 0.0839 -1.5689 -0.3396 0.62 0.02 0.30
H -0.9100 0.8738 0.1741 -0.12 0.12 0.34
H 0.4213 1.5033 -0.7488 0.36 -0.11 0.14
H 0.4348 0.0715 1.7040 -0.20 -0.59 0.75
H 1.9808 -0.6522 -1.5515 0.43 -0.42 0.36
C 4.3540 0.0588 -1.5665 -1.51 0.57 -1.57
C 3.5780 1.3742 -1.4327 1.14 -0.49 0.05
O 3.6498 1.7566 -0.0936 -0.30 0.65 0.56
O 3.5766 -0.9983 -0.9844 0.70 0.44 0.72
H 5.3547 0.2412 -1.1749 -0.08 -0.51 0.31
H 4.3610 -0.1363 -2.6389 0.61 -0.15 -0.27
H 2.5527 1.3602 -1.8024 0.01 -0.34 -0.08
H 4.1214 2.1012 -2.0363 0.02 0.20 0.02
H 2.9289 1.3024 0.3488 -0.33 -0.05 0.54
H 4.0614 -1.8254 -1.0337 0.03 -0.17 0.02
C 2.2285 -1.4000 -6.5057 -0.52 0.55 -1.11
C 1.3397 -1.2654 -5.2815 -0.15 -0.50 -0.20
O 1.5444 -0.0147 -4.6727 0.61 0.06 -0.37
O 2.0441 -2.5950 -7.2843 0.13 -0.25 0.97
H 3.2664 -1.2886 -6.1919 0.02 -0.29 -0.17
H 1.9967 -0.6454 -7.2573 0.22 0.90 0.53
H 1.5843 -2.1145 -4.6433 0.07 0.07 0.41
H 0.2717 -1.3429 -5.4853 -0.20 -0.30 -0.58
H 1.2354 -0.1267 -3.7708 -0.06 0.15 0.76
H 1.1563 -2.4964 -7.6359 -0.08 -0.29 -0.15
C -2.6155 -1.3241 2.3272 0.47 -0.78 0.44
C -1.4877 -1.6838 3.3237 -0.06 0.28 0.03
O -0.2382 -0.9195 3.0795 -2.17 -0.87 -1.22
O -3.8300 -2.0923 2.5823 0.91 0.43 0.68
H -2.2878 -1.6461 1.3387 0.23 0.54 -0.34
H -2.8155 -0.2554 2.4051 -0.05 0.10 -0.31
H -1.3127 -2.7596 3.3155 0.28 -0.07 -0.37
H -1.7613 -1.4737 4.3577 -0.35 0.25 0.13
H 0.1731 -0.8531 3.9444 0.62 0.14 1.11
H -4.2809 -2.2069 1.7426 -0.03 0.03 -0.19
```
Forces are in eV/Å.

=====

No. 5
Molecular formula: CH6OSi
Method: DFT, ωB97M-V with the def2-TZVPD basis set

## Properties
LUMO energy, eV: 0.77
Electronic energy, hartree: -406.341351
F_max, eV/Å: 5.3
Relative energy (zero: lowest compared OMol25 entry of this formula, charge and spin), eV: 2.885
Net charge: 0
Orbital gap, eV: 10.68

```
9
Properties=species:S:1:pos:R:3:forces:R:3
C 1.3901 -0.0857 -0.0825 2.47 0.48 4.62
O 0.1394 -0.6045 0.0187 1.45 -1.26 -0.09
Si -1.3087 0.0227 -0.0995 -3.24 -2.87 -0.71
H 1.4009 0.9718 -0.1991 0.10 0.75 -0.86
H 2.0928 -0.6749 -0.6458 -0.07 -0.03 -0.38
H 2.1272 0.0008 1.2793 -2.11 -0.62 -3.44
H -2.1912 -0.4909 0.9143 -0.01 -0.29 1.17
H -2.2470 -0.4966 -1.1844 1.12 0.38 -0.28
H -1.4034 1.3570 -0.0010 0.29 3.46 -0.04
```
Forces are in eV/Å.

=====

No. 6
Molecular formula: C5H8O2
Method: DFT, ωB97M-V with the def2-TZVPD basis set

## Properties
LUMO energy, eV: 0.79
Electronic energy, hartree: -345.596981
F_max, eV/Å: 0.4
Relative energy (zero: lowest compared OMol25 entry of this formula, charge and spin), eV: 5.659
Net charge: 0
Orbital gap, eV: 8.30

```
15
Properties=species:S:1:pos:R:3:forces:R:3
O 2.1328 0.6120 -0.5563 -0.04 -0.12 -0.27
C 0.9024 0.4161 0.7352 -0.06 0.03 0.08
C -0.1013 1.2332 0.0941 -0.16 0.07 0.31
C -1.0318 -0.0015 0.1265 0.08 -0.10 -0.14
O -2.2950 -0.0449 0.6848 -0.12 0.13 -0.14
C -0.5060 -1.0597 -0.7695 -0.08 -0.02 -0.16
C 0.1275 -0.8638 0.6053 0.11 -0.09 0.25
H 2.2315 -0.2236 -1.0453 0.04 0.19 0.09
H 1.5579 0.6249 1.5788 -0.10 0.00 -0.15
H -0.4066 2.1906 0.5069 0.04 -0.11 -0.07
H 1.1883 1.1129 -0.8880 0.28 -0.13 0.02
H -2.8822 0.4450 0.0944 0.00 -0.07 0.12
H -1.0930 -1.9745 -0.8167 0.09 0.13 0.02
H 0.0331 -0.7982 -1.6811 -0.09 -0.01 0.15
H 0.1424 -1.6686 1.3310 0.00 0.13 -0.12
```
Forces are in eV/Å.